(1)
80
Properties=species:S:1:pos:R:3 method="wB97M-V/def2-TZVPD" relative_energy_ev=0.428 s2=2.006 e_homo_ha="-0.31050 / -0.31238" multiplicity=3 lumo_energy_ev="-2.7 / -2.7" total_charge=+1 homo_lumo_gap_ha="0.2106 / 0.2130"
H -3.790 0.833 -2.388
H -5.099 0.335 -1.306
H 5.299 -0.706 -1.494
H -0.886 -4.363 1.217
C 0.120 2.228 2.639
H -0.224 -1.771 -3.841
C 1.859 3.800 1.630
H 0.864 -3.971 1.288
H -3.035 1.991 3.587
H 0.928 -1.611 -0.925
Si -3.235 -1.201 -0.975
C -0.131 -3.692 1.661
H -1.147 4.063 -1.188
H 1.318 -1.787 2.715
H -4.128 -1.871 1.195
C -1.165 -1.279 -3.577
P -0.570 -1.969 1.222
H 4.455 -0.832 1.393
H 2.873 -2.523 1.297
C -0.852 1.096 -1.901
H 1.423 -1.541 -3.112
H 1.615 4.783 2.071
C 0.784 2.033 3.936
H 2.631 3.345 2.258
C -4.312 -0.038 -1.973
C -0.450 4.299 -0.376
H -2.619 -3.652 -0.993
C -0.445 3.237 0.648
C 0.646 2.966 1.528
C 3.086 -2.479 -2.198
C 3.147 -2.073 0.335
H -2.956 2.956 -0.458
H 3.435 1.480 -0.838
C -1.608 2.597 1.178
C -0.177 -1.827 -0.691
H 5.401 0.431 -0.254
H -1.284 -0.406 -4.229
C -2.954 2.731 0.620
C -3.600 -0.987 0.836
H 2.915 -1.100 -3.898
C 3.456 0.415 -1.123
H 2.299 3.990 0.651
P -1.199 -0.726 -1.827
C 4.472 -1.370 0.432
H -4.790 -0.571 -2.804
C 2.467 -0.025 -2.072
C 2.588 -2.613 -0.784
H 1.828 0.812 -2.534
H 0.549 4.445 -0.818
H -1.073 1.405 -2.933
H -0.329 -2.876 -1.025
H -1.712 1.008 4.240
C -3.348 -3.009 -1.503
H 0.417 -0.256 2.737
H 5.319 -2.088 0.452
C 0.823 -1.036 2.076
H -2.658 0.425 2.848
Tm 1.506 0.314 -0.208
H -0.763 5.269 0.064
H -4.261 -0.142 1.030
H -3.537 1.814 0.767
C -2.213 1.313 3.317
C -1.259 1.973 2.411
C 4.710 -0.325 -0.654
H -0.174 -3.858 2.754
H 1.789 -0.624 1.540
H 2.806 -3.400 -2.742
C 2.470 -1.283 -2.904
H -1.603 1.601 -1.281
H 1.852 -3.426 -0.636
H -4.348 -3.353 -1.212
H -1.975 -1.982 -3.816
H 4.175 -2.397 -2.268
H -2.715 -0.886 1.475
H 1.876 2.086 3.839
H 0.545 1.061 4.398
H 0.492 2.813 4.672
H -3.521 3.550 1.097
H -3.243 -3.183 -2.581
H 0.148 1.609 -1.715


(2)
101
Properties=species:S:1:pos:R:3 method="wB97M-V/def2-TZVPD" e_homo_ha=-0.27396 smiles="C=CC[SiH2]CC(=O)Cl.COC(=O)OC.COC(=O)OC.COC(=O)OC.COC(=O)OC.COC(=O)OC.COC(=O)OC.COC(=O)OC" lumo_energy_ev=-0.5 total_charge=0 homo_lumo_gap_ha=0.2545
H -1.918 -5.306 -3.444
H -9.961 2.300 0.098
H 5.673 -3.945 -9.789
H -5.877 3.514 8.570
H -5.840 3.299 11.421
H -4.971 1.218 7.645
H -7.712 3.076 6.559
C 6.138 -0.094 -3.210
H 7.444 -6.116 -5.929
H -5.564 0.260 6.284
H -3.047 3.140 2.979
C -2.723 3.482 16.242
O 5.303 -2.535 -12.012
H 7.458 -1.552 -8.338
H -6.971 4.663 10.867
C 7.637 -1.444 -7.272
H 5.909 -0.377 -4.237
O 2.226 -4.740 -3.757
H -5.062 -0.630 -0.695
C 6.784 2.057 -3.784
Si -7.358 1.751 7.108
C -6.451 3.733 10.621
C 1.058 -4.100 -3.680
H -1.331 -3.859 -2.610
O -3.212 3.551 14.902
C -7.675 1.010 0.234
H 5.729 -6.287 -5.525
H -7.084 1.059 9.521
C 7.089 -3.654 -6.791
H 4.246 -4.510 -3.910
H -5.064 0.751 0.398
H -5.547 0.957 -1.310
C -1.227 -4.469 -3.507
O 0.904 -2.907 -3.686
H -1.689 5.413 11.908
O -4.229 1.835 4.861
H 5.437 -0.595 -2.547
H -2.625 4.366 10.830
H 7.025 -2.790 -10.005
C -0.604 -0.502 -0.321
H 4.377 -3.278 -14.387
C 6.435 -5.804 -6.196
C 3.362 -3.880 -3.854
H -10.771 1.102 1.119
C -9.820 1.586 0.908
H 7.344 -0.442 -6.968
O 6.839 -2.372 -6.529
O 6.533 3.339 -3.515
C -7.452 1.967 9.006
H -3.904 2.523 1.559
O -0.719 0.622 0.552
H -3.546 3.143 16.866
H 7.032 5.262 -3.950
H 0.439 -0.578 -0.618
O -2.892 3.975 12.808
O -7.317 2.159 0.272
H -8.312 0.720 6.671
C -3.200 2.267 2.354
H -2.403 4.465 16.585
C -5.571 0.296 -0.444
C -1.956 0.844 1.002
O -8.902 0.563 0.527
O -1.926 1.907 1.797
H -3.587 1.466 2.958
H 7.347 -4.475 -9.601
H -1.462 -3.885 -4.395
H 8.387 4.126 -4.033
O 6.784 -4.176 -11.534
O 6.281 -4.393 -6.026
H 5.674 -3.622 -15.541
O 7.599 1.649 -4.571
C -4.832 2.201 5.760
C 5.444 -3.175 -14.577
H -8.497 2.159 9.255
H 5.727 -2.123 -14.601
O -6.924 -0.035 -0.102
H -1.211 -0.359 -1.214
H -1.191 3.715 11.640
O 5.977 1.312 -3.027
C -5.542 1.266 6.710
C -6.542 3.136 9.360
O -2.933 0.187 0.732
H 3.441 -3.246 -2.971
O 7.899 -4.082 -7.574
O 6.203 -3.879 -13.594
C 7.330 4.262 -4.257
O 0.090 -5.015 -3.596
C 6.024 -3.440 -12.345
H 6.203 -6.096 -7.219
C 6.694 -3.815 -10.152
H -9.478 2.095 1.809
C -2.036 4.394 11.744
H 7.149 4.154 -5.326
H 3.309 -3.273 -4.757
H -1.905 2.767 16.317
H -0.890 -1.419 0.193
Cl -4.887 3.979 6.016
C -2.307 3.957 14.009
H 8.693 -1.579 -7.044
H 7.148 -0.403 -2.944
O -1.166 4.254 14.243


(3)
110
Properties=species:S:1:pos:R:3 method="wB97M-V/def2-TZVPD" e_homo_ha=-0.21256 lumo_energy_ev=1.7 total_charge=-1 homo_lumo_gap_ha=0.2766
Cl 5.464 7.806 0.960
H 6.270 -3.529 0.257
C 2.951 -4.287 8.371
H -4.002 -3.255 1.706
H 2.976 -0.119 3.544
H -1.681 -7.117 4.374
C 1.980 -0.071 3.979
H 2.782 8.141 -0.076
In 1.459 -0.366 -1.604
H 0.401 -5.440 -2.853
H -6.217 -4.874 -3.348
Cl -4.592 -4.995 -1.646
C -5.898 -5.653 -2.659
C 0.921 -0.432 2.973
Cl -2.049 -8.165 0.851
H 0.893 0.322 2.184
C 3.071 -0.936 -3.058
Cl 0.365 0.753 -5.974
H 3.945 -4.332 7.933
C 5.229 -4.915 -0.995
C 0.264 5.039 -1.919
C -1.918 -6.985 3.318
F 2.482 2.912 -1.084
Cl -1.012 4.294 -2.916
Cl 3.691 -5.815 -1.072
C -1.504 -8.215 2.549
H -2.423 10.953 -1.612
H -6.327 -7.343 -3.897
H -0.445 12.157 -0.594
H 4.910 9.350 -0.714
Cl 1.941 -1.154 5.403
Cl -2.872 1.787 -6.093
Cl 4.141 -2.603 -0.034
H -0.424 -8.341 2.553
H 0.513 2.727 -7.226
Cl -0.443 7.634 -2.475
C -1.415 2.792 -6.306
Cl -4.250 -6.556 -4.646
C -1.337 11.920 -0.016
H 1.815 0.941 4.345
H -3.955 -1.811 4.412
H 0.523 4.318 -1.148
H 2.783 -3.276 8.738
O 3.520 -2.082 -5.028
S 2.486 1.514 -0.170
H -1.710 3.653 -6.907
C -3.278 4.109 1.419
H 0.905 -4.702 7.825
H -1.038 11.725 1.012
Cl 0.214 -3.136 -2.412
H 0.709 -5.063 -1.156
Cl -1.330 2.658 0.158
C -4.327 -2.572 3.731
Cl 2.926 -5.366 9.793
H 5.034 -4.459 1.107
H -1.955 -9.100 2.999
H -5.410 -2.469 3.659
H -0.064 -0.490 3.431
C -2.032 10.727 -0.623
C 0.052 -4.858 -2.000
C -0.305 2.043 -6.999
C -5.470 -6.899 -3.392
H 5.362 -4.395 -1.941
Cl -1.934 -2.379 2.410
H -1.102 3.146 -5.328
H -5.053 -7.637 -2.710
Cl 3.307 6.039 -1.003
C 1.889 -4.643 7.364
Cl -0.613 0.439 -2.667
H -3.998 3.610 0.775
Cl -2.856 5.670 0.666
H -2.060 -4.902 -2.464
H 1.561 -1.531 -5.817
Cl -1.059 -5.529 2.773
H -3.766 4.339 2.366
C 3.438 7.809 -0.879
H 3.066 8.220 -1.817
O 3.872 1.176 -0.001
H -1.299 3.789 2.222
H 3.788 -1.537 -2.516
H -1.329 9.900 -0.715
H -1.481 -6.280 -1.529
C 2.682 -1.553 -4.368
H 0.971 -1.671 -0.536
H 1.859 -3.884 6.585
H -2.350 2.370 2.242
C -2.063 3.249 1.665
H -2.987 -6.799 3.228
Cl -3.383 10.152 0.388
H 3.583 -0.007 -3.324
C -0.196 6.321 -1.279
H 1.135 5.193 -2.548
H -4.043 -1.501 1.907
O 1.433 -1.495 -4.857
H -0.647 1.597 -7.931
Cl -4.014 -4.166 4.469
C -3.712 -2.435 2.360
Cl -1.868 -4.395 -0.164
H 6.023 -5.654 -0.894
Cl 2.215 -6.202 6.564
O 1.810 1.777 1.075
H -6.731 -5.886 -1.996
C 4.858 8.263 -0.653
C 5.272 -3.958 0.171
H -1.127 6.182 -0.737
C -1.377 -5.204 -1.676
H 0.560 6.672 -0.579
Cl 1.258 -1.989 2.184
Cl -2.363 13.379 -0.025
H 5.532 7.845 -1.397


Number 1: total energy -3077.58791 a.u.. Number 2: total energy -3426.13472 a.u.. Number 3: total energy -13515.98609 a.u..